Here is a molecular structure, C36H24Cl4FN3O6PbTe from the Open Molecules 2025 dataset. Energies are from ωB97M-V with the def2-TZVPD basis set.

As for the molecular weight: 1090.213 g mol⁻¹. For the gap between HOMO and LUMO, the calculation gives 7.041 eV. For the HOMO energy, the calculation gives -0.258 Ha. The relative energy (zero: lowest compared OMol25 entry of this formula, charge and spin) comes out at 0.0 kJ/mol. The value obtained for the largest force on an atom is 0.020 hartree/bohr.

Atoms and positions in Å:
C (1.201, -0.507, -5.763)
O (-2.957, 0.120, 0.274)
C (4.432, -0.925, -1.168)
C (-0.829, 0.093, 4.834)
C (-5.023, 3.027, -0.552)
H (6.336, -1.676, -1.798)
C (-1.140, -1.011, -5.394)
C (5.351, -1.929, -1.427)
Cl (-6.690, 3.460, -0.690)
C (5.010, -3.255, -1.188)
O (2.385, -0.733, -5.613)
H (1.095, -0.541, 4.113)
H (-2.109, -3.977, 1.171)
C (0.506, 2.277, 2.439)
C (-4.665, 1.725, -0.181)
C (1.072, -0.353, 6.249)
C (-4.028, 3.957, -0.829)
H (1.879, -2.663, 2.066)
Cl (-4.447, 5.579, -1.259)
C (-1.591, 0.387, 5.962)
C (0.457, -3.300, -0.907)
H (-1.659, 5.470, 2.353)
Te (-1.763, 0.299, 2.926)
O (-0.861, 1.982, -7.294)
C (-1.049, 4.575, 2.385)
C (-0.867, 2.199, 2.659)
C (0.316, 4.657, 2.154)
C (-1.117, -3.684, 0.847)
H (1.113, 1.377, 2.469)
C (-1.646, 3.346, 2.642)
H (-1.613, 0.558, 8.102)
C (0.611, -2.457, -4.454)
C (-0.599, 0.981, -6.679)
H (5.727, -4.045, -1.369)
C (-1.548, 0.054, -6.074)
C (-0.152, -3.312, 1.777)
H (-2.715, 3.286, 2.807)
H (1.435, 1.174, -6.867)
H (2.434, 0.219, 0.540)
C (-0.811, -3.672, -0.507)
Pb (-0.747, -0.250, -0.007)
H (2.166, 3.567, 2.016)
C (-2.683, 3.572, -0.772)
Cl (-5.868, 0.557, 0.245)
Cl (-1.418, 4.702, -1.114)
H (-2.629, 0.677, 5.852)
C (0.313, -2.247, -2.990)
H (1.682, -2.587, -4.581)
C (-1.019, 0.321, 7.228)
H (0.761, -0.089, 8.357)
O (-1.054, 1.869, -0.459)
C (0.500, -0.292, 4.984)
H (-1.555, -3.942, -1.247)
H (4.695, 0.112, -1.346)
H (3.456, -4.594, -0.555)
H (0.770, 5.614, 1.929)
H (-0.385, -3.304, 2.835)
C (0.314, -0.042, 7.371)
C (1.098, 3.508, 2.192)
O (-0.261, -1.293, -2.540)
N (0.728, 0.572, -6.472)
C (1.117, -2.944, 1.346)
H (2.325, 0.590, -1.037)
C (3.162, -1.226, -0.683)
H (-1.854, -1.678, -4.932)
C (-2.318, 2.264, -0.462)
H (0.107, -3.366, -4.787)
C (1.440, -2.930, -0.011)
O (0.772, -3.283, -2.267)
F (-2.844, 0.310, -6.232)
N (0.205, -1.325, -5.250)
C (-3.330, 1.333, -0.126)
C (2.803, -2.558, -0.488)
H (2.111, -0.642, 6.360)
C (3.738, -3.562, -0.737)
N (2.218, -0.171, -0.373)